Record 1
144
Properties=species:S:1:pos:R:3:forces:R:3 method="wB97M-V/def2-TZVPD" charge=+1 fmax_ev_per_a=3.1 orbital_gap_ev=8.380 lumo_ev=-2.603 multiplicity=1
C 4.004 -3.170 2.782 -0.262 -0.190 -0.078
C 2.545 -2.702 2.770 0.301 -0.096 -0.060
C 1.671 -3.467 1.761 0.342 0.358 0.209
C 0.917 -2.474 0.912 0.024 -0.163 0.837
O 0.108 -3.136 -0.064 -0.046 0.351 0.298
C -0.002 -2.687 -1.387 -0.052 -0.608 -1.021
C 1.321 -2.349 -2.064 0.956 -0.083 0.417
C 2.406 -3.431 -1.841 -0.127 -0.600 -1.147
C 2.589 -4.243 -3.136 1.015 0.680 -2.353
N 2.256 -5.637 -3.110 -0.267 0.937 0.663
O 3.015 -3.712 -4.172 -1.351 -1.230 2.551
N -0.521 -3.809 -2.153 -0.567 0.256 0.771
C -1.758 -4.422 -1.673 0.558 -0.970 -0.604
S -2.305 -5.493 -3.108 -0.426 0.270 -0.463
P -1.443 -5.749 -0.375 -0.048 0.681 2.103
N -1.362 -5.399 1.150 -0.192 -0.057 -0.697
C -2.873 -3.375 -1.313 -0.978 -0.436 -1.404
S -3.945 -3.180 -2.850 0.425 0.007 -0.382
C -3.884 -3.875 -0.266 -0.542 0.379 0.551
O -3.570 -3.348 0.998 0.570 -0.602 -0.088
C -3.913 -4.158 2.141 -0.232 0.564 0.534
C -4.807 -3.362 3.078 -0.225 -0.773 -0.438
C -5.482 -4.298 4.083 0.344 0.116 0.080
N -2.308 -2.063 -0.854 0.343 -0.908 0.658
P -3.444 -0.617 -0.520 -0.051 1.339 0.010
O -4.927 -1.210 -0.683 0.285 -0.320 0.065
Cl -3.310 -0.472 1.529 0.153 0.083 -0.207
C -1.034 -1.537 -1.525 0.168 1.234 -0.538
C -0.550 -0.314 -0.691 -0.277 0.039 0.135
C -0.730 1.194 -1.016 -0.045 -0.102 -0.026
C -1.885 1.842 -1.773 -0.396 0.668 0.422
O -1.450 3.166 -2.095 0.436 -0.190 -0.234
P -1.240 -1.276 -3.422 -0.193 -1.199 -0.023
P 0.104 0.263 -4.190 0.672 0.627 -1.361
O 0.534 -0.301 -5.467 -0.228 -0.410 0.068
O 1.360 0.574 -3.230 -0.600 -0.195 0.344
O -0.681 1.643 -4.413 0.280 -0.438 0.336
H 4.102 -4.176 2.387 -0.038 -0.275 0.025
H 4.411 -3.166 3.781 0.245 0.154 0.178
H 4.612 -2.534 2.152 0.263 0.149 -0.068
H 2.134 -2.765 3.768 -0.202 -0.071 0.206
H 2.560 -1.644 2.522 -0.176 0.277 0.009
H 2.339 -4.069 1.157 -0.080 -0.256 -0.312
H 0.977 -4.120 2.275 -0.166 -0.301 -0.046
H 1.626 -1.751 0.520 0.041 -0.027 -0.562
H 0.269 -1.925 1.594 -0.226 0.253 -0.029
H 1.745 -1.415 -1.727 -0.141 0.262 0.131
H 1.226 -2.262 -3.140 -0.416 0.187 -0.215
H 3.359 -2.951 -1.672 0.220 0.075 0.351
H 2.142 -4.118 -1.050 0.127 0.099 0.495
H 2.142 -5.951 -2.153 0.067 -0.103 0.081
H 1.371 -5.813 -3.571 0.278 -0.159 -0.710
H 0.167 -4.551 -2.161 0.256 0.065 -0.260
H -1.704 -6.668 -2.839 0.044 0.161 0.499
H -0.222 -6.303 -0.825 -0.254 -0.151 -0.628
H -2.447 -6.703 -0.605 0.284 -0.204 -0.386
H -1.495 -4.408 1.293 0.268 0.006 0.268
H -4.148 -1.854 -2.859 0.042 -0.067 0.291
H -3.990 -4.955 -0.306 0.445 -0.329 0.090
H -4.867 -3.514 -0.540 -0.153 0.139 -0.149
H -4.438 -5.063 1.860 0.013 -0.178 -0.438
H -2.995 -4.443 2.632 0.175 -0.227 0.117
H -4.221 -2.601 3.573 -0.050 0.364 0.105
H -5.570 -2.910 2.453 -0.133 0.387 -0.049
H -5.541 -5.317 3.717 -0.019 -0.204 -0.197
H -6.495 -3.989 4.296 -0.198 0.183 0.221
H -4.914 -4.338 5.003 -0.014 -0.027 0.309
H -1.959 -2.290 0.097 -0.168 -0.169 0.037
H -5.526 -0.620 -0.205 -0.391 -0.055 0.070
H 0.517 -0.438 -0.597 0.263 0.060 -0.110
H -0.878 -0.471 0.335 -0.176 -0.059 0.140
H -0.715 1.702 -0.057 -0.003 0.026 0.317
H 0.177 1.548 -1.483 0.124 -0.054 -0.287
H -2.756 1.947 -1.139 -0.200 -0.125 0.168
H -2.205 1.371 -2.690 0.102 -0.352 -0.096
H -2.078 3.785 -1.729 -0.204 0.291 0.124
H -2.489 -0.628 -3.462 0.197 0.537 0.201
H 1.649 1.488 -3.266 0.310 0.243 0.012
H -0.218 2.418 -4.086 -0.307 0.490 0.199
C -2.634 -8.003 -7.832 0.219 -0.091 0.260
C -3.894 -8.317 -7.064 0.215 0.137 -0.226
C -4.973 -7.261 -7.155 -0.152 -0.030 -0.012
O -5.657 -7.414 -5.901 0.106 0.067 -0.111
C -4.773 -7.922 -5.013 0.003 -0.017 -0.144
O -4.953 -7.984 -3.842 0.022 0.023 0.289
O -3.650 -8.341 -5.642 -0.067 -0.015 -0.048
H -2.129 -7.138 -7.403 -0.096 0.092 -0.044
H -1.938 -8.840 -7.788 -0.024 -0.024 -0.045
H -2.863 -7.801 -8.878 -0.044 -0.013 -0.012
H -4.283 -9.297 -7.350 -0.069 0.005 0.044
H -5.660 -7.417 -7.982 -0.124 -0.035 0.106
H -4.565 -6.248 -7.208 0.080 -0.026 -0.007
C 7.593 2.201 1.906 -0.238 0.241 0.226
C 7.699 0.964 2.761 0.008 0.209 -0.279
C 7.668 -0.344 2.004 0.085 -0.131 0.042
O 7.090 -1.239 2.965 -0.025 0.065 -0.130
C 6.318 -0.502 3.801 0.213 0.133 -0.106
O 5.551 -0.956 4.582 -0.224 -0.073 0.212
O 6.545 0.819 3.615 0.080 -0.075 0.007
H 6.612 2.259 1.432 0.021 -0.122 -0.086
H 7.706 3.097 2.516 0.051 0.024 -0.037
H 8.361 2.210 1.134 0.041 -0.040 0.021
H 8.583 1.018 3.402 -0.014 -0.072 0.041
H 8.653 -0.692 1.705 -0.011 -0.127 0.101
H 7.016 -0.305 1.127 -0.010 0.087 0.005
C -3.734 8.156 -0.614 0.311 -0.173 0.064
C -4.524 6.946 -1.044 0.060 0.344 0.113
C -5.881 6.803 -0.391 -0.116 -0.009 -0.063
O -6.066 5.376 -0.386 0.019 0.112 0.087
C -4.847 4.808 -0.369 -0.054 0.230 -0.045
O -4.640 3.654 -0.168 0.159 -0.432 -0.041
O -3.883 5.720 -0.617 -0.031 -0.036 -0.138
H -3.463 8.081 0.439 -0.127 0.017 0.046
H -2.809 8.235 -1.184 -0.028 0.028 -0.043
H -4.314 9.065 -0.771 -0.042 -0.010 -0.032
H -4.610 6.911 -2.133 -0.045 -0.075 -0.001
H -6.679 7.287 -0.946 -0.072 -0.160 -0.042
H -5.891 7.157 0.642 0.078 0.019 0.001
C 4.692 4.721 4.806 0.340 -0.087 0.018
C 4.742 5.759 3.715 -0.025 -0.301 0.331
C 3.725 5.570 2.618 -0.054 0.119 -0.196
O 4.390 6.152 1.483 -0.052 -0.129 0.063
C 5.724 6.046 1.692 -0.006 -0.032 0.234
O 6.550 6.244 0.865 0.199 0.027 -0.210
O 5.982 5.679 2.971 -0.229 0.108 -0.134
H 4.973 3.740 4.418 -0.100 -0.010 -0.067
H 5.393 4.966 5.604 -0.034 0.027 0.020
H 3.690 4.668 5.230 -0.038 0.067 -0.019
H 4.673 6.763 4.139 -0.030 0.045 -0.081
H 2.792 6.080 2.821 0.037 0.048 -0.155
H 3.525 4.517 2.401 0.084 -0.033 0.086
C 3.117 11.065 4.187 0.274 -0.196 0.099
C 2.267 9.919 3.700 0.083 0.335 0.106
C 0.831 9.941 4.175 -0.107 -0.020 -0.073
O 0.498 8.542 4.205 0.012 0.116 0.049
C 1.643 7.856 4.401 0.032 0.241 0.058
O 1.707 6.700 4.670 -0.092 -0.231 0.082
O 2.717 8.661 4.248 -0.043 -0.024 -0.124
H 3.244 11.014 5.268 -0.127 0.031 0.030
H 4.110 11.024 3.741 -0.019 0.026 -0.045
H 2.660 12.018 3.925 -0.036 -0.006 -0.035
H 2.317 9.841 2.611 -0.048 -0.068 -0.003
H 0.164 10.475 3.504 -0.080 -0.147 -0.042
H 0.728 10.344 5.185 0.081 0.015 0.011


Record 2
141
Properties=species:S:1:pos:R:3:forces:R:3 method="wB97M-V/def2-TZVPD" fmax_ev_per_a=6.5 orbital_gap_ev=8.679 lumo_ev=-0.167 multiplicity=1 e_above_lowest_kcal_mol=133.8
C -3.841 -8.857 -5.258 -0.100 0.426 -1.584
C -2.584 -9.380 -5.936 0.159 2.065 1.089
C -1.426 -8.367 -5.634 -0.747 -0.018 0.026
O -0.493 -9.183 -5.021 2.541 -0.159 0.697
C -0.967 -10.378 -4.753 2.246 -3.638 0.777
O -0.353 -11.327 -4.278 -0.933 2.382 -0.457
O -2.190 -10.496 -5.195 -1.202 -1.297 -0.496
H -4.018 -7.892 -5.734 -0.424 0.199 0.138
H -3.633 -8.674 -4.204 -0.122 -0.279 -0.060
H -4.710 -9.489 -5.437 0.083 -0.018 0.288
H -2.555 -9.571 -7.009 -0.712 -0.337 0.086
H -1.670 -7.653 -4.847 -0.489 0.532 -0.556
H -0.956 -7.916 -6.508 -0.291 0.148 0.056
C -7.852 -2.372 -2.273 -0.448 0.105 0.711
C -8.003 -0.923 -1.780 -0.388 -0.484 -0.968
C -6.796 -0.091 -1.368 -0.755 -1.177 -0.452
O -6.872 1.060 -2.226 0.278 0.363 -0.361
C -7.792 0.868 -3.238 -1.313 1.411 -0.657
O -8.106 1.632 -4.154 1.663 -2.184 2.871
O -8.439 -0.277 -2.965 -0.423 0.826 -1.608
H -8.886 -2.557 -2.565 0.179 -0.652 -0.288
H -7.552 -3.130 -1.549 -0.057 0.261 0.313
H -7.198 -2.482 -3.138 -0.016 0.402 0.017
H -8.880 -0.813 -1.141 0.333 -0.276 0.621
H -5.941 -0.732 -1.583 0.539 0.666 0.026
H -6.889 0.100 -0.298 0.433 0.755 -0.238
C 8.453 -2.412 1.536 1.276 1.483 1.398
C 9.339 -1.321 2.368 -0.368 -1.834 -1.073
C 10.832 -1.378 1.982 -0.190 -0.341 0.325
O 11.005 -0.289 1.100 0.300 0.531 -0.369
C 9.945 0.500 1.145 -1.996 1.971 -2.465
O 9.732 1.435 0.375 0.759 -2.017 2.426
O 9.022 0.024 2.042 0.097 0.441 -0.499
H 8.785 -3.424 1.767 0.184 0.074 0.301
H 8.613 -2.292 0.465 -0.411 0.316 0.021
H 7.427 -2.320 1.893 -0.062 0.074 -0.553
H 9.156 -1.461 3.434 0.118 0.008 -0.097
H 11.072 -2.256 1.381 0.197 -0.189 0.574
H 11.487 -1.184 2.830 0.088 -0.537 0.020
C -7.084 -5.837 5.538 0.483 -0.125 -0.326
C -6.500 -5.605 4.143 -2.480 -0.579 0.497
C -5.317 -4.742 4.098 0.274 0.968 -1.108
O -4.523 -5.408 3.080 1.369 3.703 1.397
C -4.946 -6.610 2.903 1.414 -2.601 -1.234
O -4.315 -7.420 2.275 -0.853 0.037 0.190
O -6.088 -6.792 3.517 -0.880 -2.059 0.662
H -7.348 -4.874 5.976 -0.459 -0.005 -0.161
H -6.347 -6.242 6.231 0.250 -0.210 -0.219
H -7.916 -6.540 5.496 -0.124 0.321 0.063
H -7.270 -5.256 3.455 -0.318 0.491 0.307
H -4.886 -4.636 5.093 0.809 -0.129 -0.353
H -5.626 -3.781 3.686 0.518 0.198 0.287
C 1.010 14.058 -4.536 -0.533 0.292 -0.587
C 2.199 13.317 -3.982 -0.126 -0.289 1.713
C 2.157 12.908 -2.472 -0.265 2.817 0.239
O 1.989 11.566 -2.465 0.222 -2.668 0.549
C 2.245 11.063 -3.671 -0.942 -6.447 0.045
O 2.310 9.806 -3.884 0.054 5.510 0.566
O 2.224 12.018 -4.546 0.653 -0.205 -2.494
H 0.887 13.643 -5.536 0.139 0.696 -0.386
H 1.101 15.144 -4.506 0.541 -0.043 -0.441
H 0.009 13.935 -4.123 0.279 -0.782 0.819
H 3.163 13.762 -4.230 -0.254 0.344 -0.098
H 1.278 13.323 -1.979 0.222 0.416 0.115
H 3.069 13.144 -1.925 -0.004 0.348 -0.036
C 2.782 -3.408 6.383 -0.436 -1.549 -0.375
C 2.704 -4.975 6.322 0.231 0.815 0.183
C 2.284 -5.649 5.017 -0.981 1.144 -0.510
O 3.318 -6.569 4.732 -2.368 -1.008 -1.923
C 4.332 -6.339 5.474 5.940 -0.334 -0.333
O 5.490 -6.726 5.227 -3.384 0.681 1.096
O 4.034 -5.496 6.447 0.106 0.642 1.638
H 3.410 -3.101 7.220 -0.053 -0.118 -0.063
H 1.762 -3.063 6.552 0.064 0.295 -0.096
H 3.176 -3.010 5.449 0.001 0.063 0.067
H 2.048 -5.295 7.132 0.431 -0.292 0.302
H 2.237 -4.889 4.237 0.211 -0.077 -0.330
H 1.307 -6.132 5.004 0.235 -0.251 0.334
C 4.419 5.926 4.517 -0.519 0.339 2.156
C 4.386 5.778 6.108 -0.400 0.519 -1.274
C 5.255 6.741 6.919 -1.186 -0.742 0.724
O 4.262 7.461 7.708 1.436 1.294 0.288
C 3.048 6.948 7.634 -2.562 -0.329 0.250
O 2.071 7.228 8.332 2.972 -0.688 -2.011
O 3.026 6.048 6.598 0.517 -0.281 0.139
H 3.575 5.307 4.210 0.483 -0.208 -0.596
H 5.402 5.708 4.101 -0.205 -0.659 0.075
H 4.213 6.945 4.190 -0.208 0.153 0.366
H 4.661 4.765 6.401 -0.341 -0.131 -0.268
H 5.915 7.326 6.278 -0.372 0.613 0.427
H 5.813 6.192 7.677 0.387 0.111 -0.287
C -0.818 -0.906 -8.461 -0.050 0.428 -0.352
S -2.491 -0.304 -7.939 -0.196 -0.440 2.208
O -2.785 -0.922 -6.542 0.792 1.298 -2.551
C -2.107 1.536 -7.738 0.758 -0.318 0.224
H -0.521 -0.447 -9.404 -0.040 0.847 0.207
H -0.804 -1.937 -8.815 -0.687 -0.311 0.831
H -0.078 -0.746 -7.676 -0.110 0.012 -0.050
H -1.553 1.791 -6.835 0.279 -0.755 0.183
H -2.953 2.219 -7.657 -0.547 -0.721 -0.492
H -1.471 1.827 -8.574 -0.194 -0.050 -0.185
C -3.012 5.150 4.050 -0.272 -0.318 -0.195
S -4.083 5.160 5.511 0.160 1.732 -0.632
O -5.309 5.919 5.046 0.768 -1.257 0.520
C -4.371 3.396 5.574 -1.178 -0.571 -0.417
H -2.574 6.111 3.781 0.020 0.057 0.691
H -3.685 4.923 3.224 0.015 -0.387 -0.019
H -2.258 4.377 4.200 0.096 0.103 -0.218
H -3.534 2.762 5.864 0.183 0.534 0.300
H -4.760 2.981 4.644 0.035 0.310 -0.319
H -5.201 3.319 6.277 0.182 -0.203 0.281
C -4.463 7.881 -3.177 -0.091 0.412 -0.013
S -4.794 9.532 -2.389 -1.613 -0.369 -0.405
O -5.467 10.418 -3.426 0.821 -1.188 1.206
C -6.150 8.885 -1.270 -0.744 0.147 -0.339
H -3.564 8.035 -3.774 -0.121 -0.100 -0.071
H -5.299 7.561 -3.799 -0.070 0.427 -0.112
H -4.303 7.070 -2.467 0.203 0.365 0.341
H -5.998 7.872 -0.898 0.485 0.147 0.003
H -7.089 8.858 -1.822 0.230 -0.120 -0.743
H -6.459 9.535 -0.452 0.905 0.283 0.135
C 0.164 1.426 -1.189 0.562 -0.120 1.510
S 0.440 0.002 0.062 -2.121 0.726 -1.137
O -0.869 -0.054 0.833 1.444 -0.159 -0.796
C 0.486 -1.368 -1.203 0.187 0.115 0.684
H -0.861 1.432 -1.561 0.251 -0.658 -0.381
H 0.998 1.508 -1.887 -0.346 -0.437 -0.359
H 0.223 2.345 -0.606 0.105 -0.109 0.394
H 0.141 -2.285 -0.726 -0.158 0.181 0.230
H 1.549 -1.522 -1.389 0.010 0.149 -0.319
H -0.084 -1.211 -2.118 0.045 0.314 0.177
C 6.960 -11.173 -1.933 0.429 -0.063 -0.807
S 7.328 -9.463 -1.396 1.911 -0.443 0.110
O 8.820 -9.218 -1.619 -1.871 -0.217 0.135
C 6.434 -8.643 -2.730 -0.105 0.173 -0.482
H 7.474 -11.963 -1.386 -0.508 0.442 1.065
H 7.388 -11.422 -2.904 -0.139 0.844 -0.555
H 5.874 -11.236 -2.004 0.081 -0.419 0.361
H 7.189 -8.279 -3.427 0.041 -0.294 -0.104
H 5.871 -7.768 -2.403 0.072 -0.168 0.389
H 5.750 -9.348 -3.201 0.082 0.147 -0.114